{"formula": "C25H47Al2Cl3CsN2O13S", "method": "ωB97M-V/def2-TZVPD", "symbols": ["O", "S", "O", "O", "C", "C", "C", "C", "C", "C", "N", "C", "C", "C", "C", "C", "C", "O", "H", "H", "H", "H", "H", "H", "H", "H", "H", "H", "H", "H", "H", "H", "H", "H", "H", "Al", "O", "Cl", "O", "O", "O", "O", "H", "Cl", "O", "H", "C", "C", "C", "C", "C", "C", "N", "O", "C", "C", "C", "H", "H", "H", "H", "H", "H", "H", "H", "H", "H", "H", "H", "H", "H", "H", "H", "H", "H", "Cl", "Cs", "C", "O", "C", "C", "O", "C", "H", "H", "H", "H", "H", "H", "H", "H", "H", "H", "Al"], "xyz": [[5.7606, 1.1442, -0.1195], [5.9885, 2.3791, 0.5775], [7.3605, 2.5569, 0.9220], [5.1438, 2.4121, 1.9361], [3.7720, 2.7488, 1.7527], [2.9966, 1.6289, 1.0383], [3.2473, 0.3340, 1.4656], [2.6301, -0.7867, 0.9305], [1.7404, -0.4962, -0.1183], [1.5495, 0.8240, -0.4751], [2.1208, 1.8964, 0.0673], [3.5425, 4.1271, 1.1676], [4.1053, 4.2883, -0.2951], [5.5841, 3.8151, -0.4448], [6.0792, 3.5526, -1.9240], [5.0735, 3.8372, -3.0874], [4.0356, 2.6561, -3.3706], [4.5023, 1.3936, -2.9881], [3.3469, 2.7686, 2.7643], [3.9522, 0.2008, 2.2793], [2.8037, -1.8068, 1.2677], [1.2369, -1.3296, -0.6234], [0.8526, 1.0129, -1.2953], [2.4927, 4.4167, 1.2202], [4.1710, 4.8585, 1.8059], [3.3649, 3.7491, -0.9552], [4.1196, 5.4199, -0.4733], [6.2019, 4.6131, -0.0249], [6.4862, 2.5415, -2.0201], [6.9222, 4.2279, -2.0905], [5.6701, 3.9202, -4.0011], [4.5910, 4.8447, -2.9920], [3.0380, 2.7826, -2.8779], [3.8423, 2.6531, -4.4523], [5.2340, 1.1254, -3.5559], [0.0119, -2.4679, -1.9753], [2.6661, -2.0435, 4.0639], [3.4829, -1.1526, 4.9488], [4.8541, -1.4473, 4.7190], [3.1481, -1.3628, 6.3145], [3.1957, 0.2135, 4.5847], [8.5299, 1.2692, -1.9959], [8.2521, 0.6216, -1.3178], [-0.2092, -4.9815, -1.1171], [0.8460, 0.2914, 6.2156], [1.1235, 0.7692, 7.0243], [-6.9195, -2.1510, -5.7635], [-6.0385, -2.1245, -4.4943], [-5.5500, -0.6930, -4.2300], [-4.5027, -0.2165, -5.2384], [-3.3173, -1.1843, -5.3224], [-3.7068, -2.6556, -5.5414], [-4.8492, -3.0553, -4.6287], [-4.4144, -3.3158, -3.5370], [-4.0923, -2.9004, -7.0166], [-2.4737, -3.5398, -5.3345], [-6.9860, -2.5735, -3.3790], [-7.9005, -1.7381, -5.5419], [-6.5291, -1.5496, -6.5802], [-7.0690, -3.1689, -6.1244], [-5.1251, -0.6299, -3.2216], [-6.4079, -0.0219, -4.2435], [-4.9497, -0.0827, -6.2246], [-4.1379, 0.7662, -4.9354], [-2.6522, -0.8762, -6.1282], [-2.7412, -1.0995, -4.3936], [-4.4973, -3.9037, -7.1541], [-3.2131, -2.8183, -7.6510], [-4.8106, -2.1856, -7.4088], [-1.9747, -3.3950, -4.3703], [-1.7310, -3.3221, -6.0975], [-2.7356, -4.5957, -5.4146], [-7.3590, -3.5813, -3.5662], [-7.8402, -1.9033, -3.3362], [-6.5225, -2.5574, -2.3927], [4.8518, 6.2986, 2.6264], [2.6447, 5.5844, -2.0292], [-1.4933, -1.5341, 9.4655], [-2.0142, -0.3901, 8.8038], [-2.1480, -0.5428, 7.4503], [-3.6341, -0.8651, 7.0522], [-3.9984, -2.0908, 7.5553], [-4.7671, -2.0157, 8.7580], [-1.6826, -1.4231, 10.5294], [-1.9654, -2.4536, 9.1034], [-0.4103, -1.5875, 9.2933], [-1.4728, -1.3181, 7.0724], [-1.8703, 0.4250, 6.9780], [-3.6832, -0.9165, 5.9613], [-4.3025, -0.0717, 7.3927], [-5.7946, -1.7370, 8.5136], [-4.3495, -1.2825, 9.4556], [-4.7579, -2.9970, 9.2234], [2.4350, -4.0290, 3.5900]], "forces_ev_per_angstrom": [[-1.34, 0.31, -0.03], [2.89, -1.40, -0.71], [-0.22, 0.65, 0.64], [-0.04, 0.80, -0.88], [-1.73, 0.01, 0.42], [-0.02, -0.32, -0.28], [0.68, -0.91, 1.07], [-0.64, 1.16, -0.92], [0.85, -0.52, 1.01], [-1.06, -0.25, -1.09], [0.56, -0.07, 0.31], [1.08, -0.48, -1.56], [0.71, -0.11, 2.09], [-1.09, 0.11, -0.43], [-0.36, 0.75, 0.14], [-0.12, -0.82, 0.30], [0.05, 0.84, -0.26], [-0.08, 0.04, 0.28], [0.35, -0.07, 0.03], [-0.01, 0.05, -0.14], [0.14, 0.39, -0.02], [0.31, 0.81, 0.33], [0.12, 0.14, 0.16], [0.11, 0.02, 0.18], [-0.18, 0.15, 0.19], [1.60, -0.20, 1.12], [0.91, -2.12, 1.09], [-0.02, -0.27, 0.24], [-0.15, 0.05, -0.01], [-0.02, -0.14, 0.12], [0.05, 0.02, 0.18], [1.14, -1.30, -0.37], [0.72, -0.08, -0.09], [-0.15, 0.21, 0.14], [0.01, 0.01, 0.02], [-0.62, -2.60, 0.17], [-0.83, -1.26, -0.57], [1.82, 1.63, 1.53], [-0.25, -0.27, -0.51], [-0.59, -0.57, -0.26], [-0.59, -0.42, -0.19], [-0.36, 0.11, 0.08], [0.07, 0.03, 0.07], [0.22, 2.36, -0.67], [-0.83, -0.17, 0.12], [0.22, -0.02, -0.06], [0.37, -0.02, -0.47], [-3.70, -0.30, -1.34], [1.42, 0.22, -0.02], [-0.05, -0.25, -0.12], [-0.82, 0.79, 1.01], [1.16, -1.44, -3.45], [2.61, 4.39, 3.40], [-0.69, -1.91, -0.48], [-0.57, 0.19, -0.09], [-0.05, -0.30, 1.02], [0.69, -0.44, 0.63], [0.04, -0.04, 0.20], [0.08, -0.08, -0.01], [-0.02, 0.00, 0.02], [-0.04, -0.20, 0.02], [-0.23, -0.30, -0.08], [-0.03, 0.00, 0.01], [-0.01, -0.01, -0.02], [-0.01, -0.35, -0.14], [-0.04, -0.21, 0.03], [0.01, 0.00, 0.01], [0.10, -0.01, 0.17], [-0.05, -0.02, 0.07], [-0.27, -0.01, -0.04], [-0.19, 0.12, -0.14], [0.04, 0.00, -0.03], [-0.01, 0.02, -0.02], [0.07, 0.08, -0.20], [0.06, -0.05, -0.04], [0.04, -0.08, -0.16], [-4.21, 2.93, -2.85], [0.12, -0.05, 0.50], [-0.34, -0.34, -0.40], [1.87, 0.41, 0.54], [-1.34, -0.34, -0.64], [0.36, 0.42, 0.20], [-0.15, -0.25, 0.26], [0.03, 0.14, -0.03], [0.03, 0.07, -0.20], [-0.03, -0.04, -0.10], [-0.28, -0.22, -0.09], [-0.27, 0.11, -0.15], [0.41, 0.02, -0.01], [0.26, 0.13, 0.19], [0.03, 0.07, -0.01], [0.04, 0.08, -0.11], [0.01, -0.03, -0.12], [0.23, 0.81, 0.32]], "mulliken_charge": [-0.562, 1.490, -0.697, -0.525, 0.029, 0.142, -0.458, -0.858, 0.243, -0.086, -0.363, 0.018, -2.054, 0.614, -0.521, -0.714, -0.445, -0.510, 0.657, 0.697, 0.365, -0.161, 0.294, 0.491, -0.332, 0.413, 0.593, 0.645, -0.022, 0.341, 0.421, 0.104, 0.135, 0.404, 0.337, 0.410, -0.425, 1.659, -0.587, -0.579, -0.507, -0.301, 0.347, -0.530, -0.246, 0.344, -1.664, 1.417, -1.203, -0.535, -1.127, 1.450, 0.862, -0.356, -1.673, -1.515, -1.725, 0.478, 0.311, 0.391, 0.392, 0.392, 0.349, 0.405, 0.419, 0.295, 0.413, 0.477, 0.310, 0.179, 0.443, 0.468, 0.458, 0.451, 0.400, -0.200, 1.107, -0.655, -0.242, -0.290, -0.518, -0.282, -0.684, 0.272, 0.370, 0.333, 0.435, 0.369, 0.363, 0.391, 0.341, 0.360, 0.269, 0.587], "gap_ha": 0.05177, "charge": 3, "relative_energy_kj_mol": 0.0}

{"formula": "C3H5NS2", "method": "ωB97M-V/def2-TZVPD", "symbols": ["C", "C", "C", "H", "H", "H", "H", "H", "N", "S", "S"], "xyz": [[0.0258, 0.9970, -0.0849], [1.3295, 0.0914, 0.1908], [1.3967, -1.0939, -0.4075], [-3.4270, 0.6064, 1.1209], [-0.7867, -0.9178, 0.2869], [2.1272, 0.5857, 0.7856], [2.1384, -1.9028, -0.0258], [0.8645, -1.4216, -1.5329], [-1.0581, 0.1409, 0.1728], [-2.6770, 0.2546, -0.2649], [0.0666, 2.6602, -0.2410]], "forces_ev_per_angstrom": [[1.13, -0.57, 1.47], [-1.76, 1.84, -1.21], [0.94, -2.65, -2.30], [1.89, -0.68, -2.85], [-0.34, 3.07, -0.18], [-0.89, -0.83, 0.04], [-0.98, 1.71, -1.05], [0.92, 1.07, 3.96], [1.26, -2.32, -0.29], [-1.83, 1.34, 2.52], [-0.35, -1.98, -0.12]], "mulliken_charge": [0.262, -0.139, -0.716, 0.150, 0.342, 0.342, 0.234, 0.243, -0.289, -0.173, -0.255], "gap_ha": 0.30658, "charge": 0, "relative_energy_kj_mol": 346.5}

{"formula": "C16H15NO2S", "method": "ωB97M-V/def2-TZVPD", "symbols": ["C", "C", "O", "O", "C", "C", "N", "C", "C", "C", "C", "C", "C", "S", "C", "C", "C", "C", "C", "C", "H", "H", "H", "H", "H", "H", "H", "H", "H", "H", "H", "H", "H", "H", "H"], "xyz": [[1.6898, -4.4486, -0.5424], [0.4345, -3.7142, -0.1594], [-0.2226, -3.9756, 0.8171], [0.1296, -2.7027, -1.0034], [-0.7166, -1.6796, -0.4478], [-0.7212, -0.4984, -1.4273], [-0.4421, 0.8089, -0.8507], [0.8926, 1.0273, -0.4227], [1.8803, 0.0431, -0.5096], [3.1910, 0.3025, -0.1254], [3.5568, 1.5486, 0.3546], [2.5871, 2.5355, 0.4514], [1.2788, 2.2845, 0.0561], [0.1127, 3.6039, 0.1026], [-1.3285, 2.6602, 0.4706], [-2.3311, 3.2425, 1.2346], [-3.5131, 2.5580, 1.4895], [-3.6672, 1.2773, 0.9845], [-2.6597, 0.6916, 0.2260], [-1.4668, 1.3661, -0.0447], [2.5120, -4.0169, 0.0284], [1.8936, -4.4004, -1.6090], [1.5676, -5.4861, -0.2366], [-1.7182, -2.0933, -0.3274], [-0.3641, -1.3984, 0.5450], [-1.6844, -0.4416, -1.9333], [0.0112, -0.6780, -2.2143], [1.6474, -0.9421, -0.8850], [3.9370, -0.4786, -0.1983], [4.5755, 1.7645, 0.6465], [2.8321, 3.5292, 0.8068], [-2.1987, 4.2501, 1.6098], [-4.2853, 3.0378, 2.0748], [-4.5781, 0.7296, 1.1896], [-2.8318, -0.3065, -0.1504]], "forces_ev_per_angstrom": [[-0.36, -0.23, -0.07], [-0.29, -0.24, 0.27], [0.21, 0.28, -0.24], [0.50, 0.16, 0.25], [-0.47, -0.21, -0.20], [-0.01, 0.11, -0.25], [0.03, -0.23, 0.46], [0.30, 0.10, -0.13], [0.00, -0.07, 0.04], [0.05, 0.11, 0.02], [-0.13, 0.08, -0.03], [-0.16, -0.03, -0.10], [-0.01, 0.00, 0.10], [-0.03, 0.01, -0.17], [0.06, 0.06, 0.10], [-0.11, -0.16, -0.08], [0.22, 0.06, -0.10], [0.01, 0.19, 0.04], [-0.03, -0.07, 0.07], [-0.30, 0.14, -0.02], [0.06, 0.03, -0.10], [0.06, 0.14, 0.02], [0.10, 0.03, 0.02], [0.05, -0.04, 0.05], [0.11, 0.03, -0.04], [0.01, 0.09, 0.03], [0.05, -0.05, 0.08], [-0.01, 0.02, 0.01], [-0.06, -0.05, -0.06], [0.01, -0.06, 0.01], [0.04, -0.05, 0.06], [0.09, -0.04, 0.02], [-0.06, -0.09, 0.00], [0.04, -0.06, -0.08], [0.05, 0.04, 0.02]], "mulliken_charge": [-1.090, 0.752, -0.544, -0.320, -0.213, -1.868, 0.156, 0.460, -0.476, -0.951, -0.550, -0.615, 0.657, -0.286, 0.617, -0.619, -0.524, -0.967, -0.372, 0.717, 0.245, 0.310, 0.362, 0.606, 0.465, 0.507, 0.618, 0.449, 0.375, 0.388, 0.375, 0.376, 0.389, 0.373, 0.198], "gap_ha": 0.30712, "charge": 0, "relative_energy_kj_mol": 41.3}